C20H34N11PbTe as an isolated structure at a distorted geometry, computed with the ωB97M-V functional and the def2-TZVPD basis.

Computed properties:
Gap between HOMO and LUMO = 7.511 eV
Net charge = +3
E_tot = -50201.3732 eV

```
67
Properties=species:S:1:pos:R:3:forces:R:3
Pb 1.1433 0.1290 0.6067 -0.09 -1.09 -0.02
N 2.7106 1.1266 4.7219 0.27 -0.08 -0.34
C 1.4450 1.1197 5.2160 -0.66 -0.04 -0.02
C 0.6186 0.9029 4.1470 0.08 0.08 0.70
N 1.3599 0.7768 3.0199 0.85 0.30 -0.03
C 2.6311 0.9138 3.3888 -0.60 0.05 0.43
C 3.6908 0.8466 2.4278 0.48 -0.12 -0.61
N 3.4465 0.6175 1.1358 -0.17 0.37 0.82
C 4.6474 0.6397 0.5032 0.61 0.02 0.10
C 5.6351 0.8729 1.4187 0.05 -0.09 -0.68
N 5.0165 1.0000 2.6227 -0.34 0.01 0.25
H 3.5418 1.2553 5.2806 -0.04 -0.02 -0.05
H 1.2283 1.2633 6.2537 0.00 0.04 0.24
H -0.4477 0.8333 4.1322 -0.29 -0.02 0.10
H 4.7339 0.4858 -0.5515 0.09 -0.04 -0.25
H 6.6961 0.9550 1.3012 0.20 0.02 0.02
H 5.4952 1.1682 3.4952 -0.04 0.00 -0.03
C 0.6751 3.1690 -4.4178 -0.11 0.38 -0.13
N 0.8368 1.9104 -3.7061 0.02 0.09 0.15
C 0.8007 0.6825 -4.4833 0.02 -0.36 -0.03
C 0.9300 1.8314 -2.3693 -0.07 -0.44 -0.21
N 1.1026 0.7198 -1.7129 0.23 0.39 -0.17
N 0.7811 3.0304 -1.6898 0.04 0.52 -0.66
C 0.7793 3.3068 -0.3505 -0.09 0.11 0.30
N 0.7976 4.6136 -0.0498 -0.01 0.20 -0.06
N 0.7201 2.3822 0.5618 -0.05 0.02 -0.01
H 0.8143 2.9966 -5.4819 0.03 0.01 0.09
H 1.4302 3.8990 -4.1199 0.04 0.00 -0.06
H -0.3259 3.5879 -4.2805 0.03 0.01 0.00
H 0.5823 0.9209 -5.5195 0.03 0.01 0.05
H 0.0132 0.0137 -4.1220 0.04 0.05 -0.01
H 1.7563 0.1552 -4.4515 0.03 0.01 -0.03
H 1.2945 -0.0706 -2.3160 -0.16 0.09 -0.08
H 0.7311 3.8386 -2.2981 -0.01 -0.13 0.23
H 0.7985 5.3417 -0.7451 0.04 -0.06 -0.05
H 0.8126 4.9289 0.9063 -0.05 -0.11 -0.01
H 0.6933 2.7697 1.4945 0.04 0.08 0.13
C -4.4450 -1.7649 0.1865 0.15 0.05 -0.05
C -3.8697 -0.6435 -0.6615 -0.76 -0.09 0.00
C -4.4327 0.7172 -0.2494 0.17 -0.16 0.07
C -4.1113 -0.8979 -2.1453 -0.03 -0.17 0.06
N -2.3660 -0.6006 -0.4649 0.48 -0.20 -0.46
N -1.8596 -0.5261 0.8525 0.08 0.20 0.84
H -5.5083 -1.8732 -0.0083 -0.07 0.04 -0.10
H -4.3400 -1.5701 1.2519 0.00 -0.03 0.10
H -3.9672 -2.7100 -0.0691 -0.03 -0.10 0.03
H -5.5018 0.7439 -0.4529 0.02 -0.03 0.00
H -3.9672 1.5242 -0.8150 0.00 0.12 -0.07
H -4.3076 0.9007 0.8169 -0.01 0.07 0.07
H -5.1336 -0.6385 -2.4110 -0.03 0.07 0.06
H -3.9705 -1.9520 -2.3905 0.02 0.13 -0.06
H -3.4472 -0.2909 -2.7640 0.00 0.07 -0.14
H -2.0465 0.2441 -0.9444 0.05 0.00 0.07
H -2.1088 -1.3782 1.3550 0.10 0.05 -0.18
H -2.2649 0.2598 1.3616 -0.23 -0.09 -0.24
Te -1.1506 -2.1139 -1.5588 -0.08 -0.88 0.40
C -0.5977 -3.5150 -0.0476 -0.17 0.51 -0.41
C -1.5132 -4.3911 0.5258 -0.30 0.00 0.00
C -1.0584 -5.4433 1.3035 0.01 0.02 0.00
C 0.3042 -5.6482 1.4746 -0.08 0.09 0.01
C 1.2142 -4.7774 0.8957 0.02 -0.07 -0.01
C 0.7707 -3.7058 0.1399 0.02 0.23 -0.09
H -2.5771 -4.2797 0.3619 0.04 -0.03 -0.05
H -1.7684 -6.1224 1.7505 -0.06 -0.05 0.02
H 0.6510 -6.4914 2.0528 0.04 -0.04 0.04
H 2.2716 -4.9432 1.0189 0.16 -0.02 0.01
H 1.4866 -3.0438 -0.3311 0.04 0.01 0.03
```
Positions in Å, forces in eV/Å.

A 3-piece molecular cluster, C20H34NO12PS overall at a distorted geometry, computed with the ωB97M-V functional and the def2-TZVPD basis.

Computed properties:
Structure (SMILES) = CCC[C@@H](C)[C@]1(c2cccnc2)[C@H](P(=O)(O)O)CCOS1(=O)=O.COC(=O)OC.COC(=O)OC
Gap between HOMO and LUMO = 10.078 eV
Net charge = 0
E_tot = -67477.1625 eV

```
69
Properties=species:S:1:pos:R:3:forces:R:3
C -1.3249 3.3187 1.8652 -0.57 -0.20 -0.30
C -1.9802 1.9339 1.7586 0.22 0.31 -0.26
C -0.9821 0.7919 1.5309 -0.36 -0.45 0.21
C -1.4962 -0.4994 2.2281 0.49 0.54 -0.76
C -2.6837 -1.0248 1.3886 -0.01 0.39 0.52
C -0.3512 -1.5530 2.4524 0.17 0.49 -0.10
C 0.5611 -1.5087 1.2194 -0.78 -0.86 0.26
C 0.0989 -2.1304 0.0648 0.64 0.11 -0.15
C 0.9134 -2.0738 -1.0470 -0.66 -0.28 -0.04
C 2.1050 -1.3969 -0.9782 0.99 0.38 -0.59
N 2.5905 -0.7904 0.1036 -1.00 -0.56 0.17
C 1.7897 -0.8886 1.1755 0.81 0.70 0.24
C -0.7832 -3.0098 2.7813 0.66 -0.13 1.59
P -2.3951 -3.2588 3.6404 -1.63 -0.41 -1.50
O -3.3726 -3.6841 2.6315 0.06 -0.20 -0.40
O -2.9034 -1.9913 4.4349 0.31 -0.30 0.45
O -2.2751 -4.4000 4.7611 0.78 0.55 0.43
C 0.3180 -3.7588 3.6129 -0.35 0.40 0.12
C 1.6987 -3.1670 3.4966 0.40 -0.86 -0.44
O 1.8091 -1.8569 4.0712 -0.27 0.18 -0.32
S 0.4900 -0.9663 3.9652 -0.22 0.56 0.78
O 0.8900 0.3952 3.8609 0.54 0.14 -0.36
O -0.3317 -1.2680 5.0962 -0.22 -0.62 -0.02
H -1.9710 4.0449 1.3791 0.01 0.24 -0.02
H -0.3795 3.3258 1.3335 0.23 0.14 0.07
H -1.2138 3.6391 2.8946 0.35 -0.06 0.16
H -2.6638 1.9547 0.9140 -0.16 -0.04 -0.13
H -2.6152 1.7551 2.6221 0.03 -0.10 0.27
H -0.9488 0.5927 0.4633 0.24 -0.01 -0.22
H 0.0275 1.0490 1.8310 -0.04 0.20 0.27
H -1.8285 -0.1542 3.1995 -0.25 -0.32 0.27
H -2.8459 -0.3948 0.5226 0.16 0.11 -0.24
H -2.5748 -2.0437 1.0507 -0.15 -0.21 0.05
H -3.5863 -0.9391 1.9812 -0.25 -0.35 0.02
H -0.8343 -2.6605 0.0097 -0.22 -0.05 0.09
H 0.6199 -2.5537 -1.9654 0.00 0.01 -0.21
H 2.7115 -1.3444 -1.8743 0.12 0.04 -0.01
H 2.1657 -0.4217 2.0724 0.14 0.14 0.00
H -0.8803 -3.6037 1.8856 -0.38 0.25 -0.42
H -3.0207 -2.1755 5.3751 0.13 0.25 0.11
H -2.1123 -5.2366 4.3131 -0.20 -0.26 0.10
H 0.3301 -4.8012 3.3136 0.22 -0.18 -0.18
H 0.0669 -3.7634 4.6679 -0.08 0.07 0.16
H 2.3947 -3.8205 4.0097 0.18 0.18 0.39
H 2.0485 -3.1238 2.4692 -0.06 0.11 -0.17
C 3.0671 -2.0222 -6.7628 0.21 -0.08 -0.06
O 1.8348 -1.3679 -7.0705 0.03 0.00 -0.06
C 1.0244 -1.2080 -6.0276 -0.04 0.06 -0.11
O 1.2486 -1.5601 -4.8992 0.04 -0.07 0.17
O -0.0767 -0.5901 -6.4465 -0.04 0.02 -0.03
C -1.0418 -0.3492 -5.4202 -0.20 0.09 0.08
H 3.6244 -2.0859 -7.6926 -0.11 0.07 -0.06
H 3.6390 -1.4439 -6.0397 -0.06 -0.04 0.08
H 2.8850 -3.0257 -6.3831 -0.02 0.04 0.10
H -0.6273 0.2936 -4.6457 0.05 -0.08 0.04
H -1.3850 -1.2873 -4.9879 0.08 0.00 0.06
H -1.8789 0.1544 -5.8945 0.07 -0.01 -0.12
C 2.9347 4.6640 -1.1519 0.19 -0.12 0.10
O 2.3659 5.7052 -1.9502 0.06 0.03 -0.02
C 1.0381 5.6663 -2.0298 0.10 0.06 -0.02
O 0.3247 4.8552 -1.5028 -0.12 -0.09 0.04
O 0.6368 6.6814 -2.7938 0.00 0.06 -0.05
C -0.7789 6.7610 -2.9639 -0.19 0.11 -0.09
H 4.0104 4.8115 -1.1711 -0.02 0.11 -0.08
H 2.5809 4.7304 -0.1249 -0.09 -0.05 -0.03
H 2.6981 3.6868 -1.5685 -0.09 0.00 0.05
H -1.2736 6.9067 -2.0055 0.00 -0.11 0.02
H -1.1586 5.8647 -3.4507 0.00 -0.05 0.09
H -0.9667 7.6216 -3.5992 0.14 0.02 -0.01
```
Positions in Å, forces in eV/Å.

C20H35BrN5Pd as an isolated structure at a distorted geometry, computed with the ωB97M-V functional and the def2-TZVPD basis.

Computed properties:
Gap between HOMO and LUMO (alpha / beta) = 2.318 / 7.449 eV
2S+1 = 4
Net charge = 0
E_tot = -102275.9967 eV

```
62
Properties=species:S:1:pos:R:3:forces:R:3
Pd 20.7783 -2.6095 -21.1314 -0.47 -0.26 -0.24
Br 19.4075 -3.7381 -23.1469 0.50 0.33 0.66
C 24.3246 -4.2375 -17.6637 0.47 0.76 -0.42
C 24.6867 -2.7443 -17.4357 -0.93 -0.50 -0.53
C 23.3965 -1.9118 -17.2409 0.08 0.09 0.17
C 22.5171 -1.8067 -18.3983 0.71 -0.42 -0.53
N 21.8157 -1.7377 -19.3092 -0.32 0.00 0.24
H 23.6781 -4.6247 -16.8761 0.33 -0.15 0.25
H 25.2541 -4.7884 -17.8074 -0.03 -0.34 0.46
H 23.7856 -4.3899 -18.5988 -0.13 0.34 -0.13
H 25.2397 -2.3614 -18.2934 -0.04 0.00 -0.08
H 25.3424 -2.6131 -16.5750 -0.20 -0.06 0.22
H 23.6017 -0.8920 -16.9152 0.19 0.24 0.03
H 22.8051 -2.3797 -16.4539 -0.15 -0.07 0.24
C 15.2804 -3.7680 -21.6809 0.84 0.14 0.69
C 15.2108 -3.2000 -20.2502 -1.31 0.20 -0.45
C 16.2886 -3.6277 -19.2709 -0.12 -0.74 -0.34
C 17.6029 -3.1303 -19.6186 1.66 0.91 -0.45
N 18.6242 -2.6884 -19.9352 -0.82 -0.70 0.21
H 14.5044 -3.3725 -22.3364 0.02 0.09 0.21
H 15.1832 -4.8531 -21.6474 0.04 -0.05 -0.09
H 16.2593 -3.5203 -22.0916 0.00 -0.11 -0.35
H 14.2831 -3.5796 -19.8219 -0.18 0.20 0.18
H 15.1224 -2.1138 -20.2728 0.08 0.05 -0.01
H 16.3180 -4.7156 -19.3315 0.27 -0.17 0.20
H 16.0351 -3.3731 -18.2418 0.10 0.18 -0.06
C 21.7462 2.4309 -19.5018 -0.07 -0.19 -0.54
C 21.6942 2.6954 -21.0554 2.10 0.11 1.69
C 20.4783 2.1830 -21.7439 -1.75 -0.47 0.53
C 20.3785 0.7049 -21.6841 -0.13 -1.90 -0.58
N 20.2923 -0.4553 -21.7350 0.38 2.16 0.38
H 21.8862 1.3710 -19.2891 -0.26 -0.13 -0.07
H 20.8802 2.7908 -18.9463 -0.31 -0.05 -0.27
H 22.5930 2.9094 -19.0098 0.20 0.18 -0.44
H 22.5716 2.1884 -21.4568 0.12 0.04 -0.15
H 21.9047 3.7582 -21.1749 -0.56 0.04 -0.46
H 20.2324 2.5045 -22.7560 0.73 -0.06 -0.22
H 19.6189 2.5609 -21.1901 -0.30 -0.13 0.19
C 25.5404 -4.3894 -24.4030 0.15 0.68 0.33
C 25.9867 -2.9681 -23.9624 -1.40 -0.26 -0.39
C 25.5246 -2.4899 -22.5356 -0.17 -0.47 -0.73
C 24.0324 -2.5166 -22.2547 -2.11 -0.49 0.02
N 22.8665 -2.5688 -22.1013 3.31 0.17 -0.33
H 25.9280 -4.5888 -25.4020 0.04 0.01 0.00
H 24.4540 -4.4557 -24.4627 -0.01 -0.08 0.15
H 25.9266 -5.1612 -23.7373 -0.09 -0.01 0.07
H 25.5443 -2.2691 -24.6722 0.07 0.09 -0.14
H 27.0642 -2.8957 -24.1105 0.02 0.21 0.62
H 25.8292 -1.4513 -22.4066 0.05 -0.06 0.22
H 26.0517 -3.1195 -21.8188 -0.37 0.20 0.41
C 22.5583 -8.3282 -19.7341 -0.23 -0.38 -0.09
C 22.4454 -7.6216 -18.3910 0.69 0.32 -0.61
C 21.2830 -6.6364 -18.2735 -0.25 -0.21 -0.26
C 21.3150 -5.5186 -19.2616 0.06 -1.82 1.92
N 21.3352 -4.6655 -20.0059 -0.23 1.50 -1.34
H 21.6755 -8.9214 -19.9724 -0.16 0.00 0.07
H 23.3960 -9.0252 -19.7125 0.08 0.07 -0.04
H 22.7074 -7.6441 -20.5696 0.06 0.14 0.10
H 23.3781 -7.0711 -18.2682 0.04 0.13 0.28
H 22.4091 -8.3440 -17.5756 -0.24 0.05 0.01
H 21.2280 -6.2916 -17.2410 0.08 0.61 -0.17
H 20.3436 -7.1680 -18.4252 -0.12 0.00 -0.21
```
Positions in Å, forces in eV/Å.